Entry 1:
The following is a quantum chemistry calculation of a cluster of 6 separate species, C12H36O6S6 in total, from the Open Molecules 2025 dataset.

The geometry in XYZ format:
```
60
Properties=species:S:1:pos:R:3:forces:R:3:mulliken_charge:R:1
C -0.238 0.543 -3.336 -0.444 0.073 1.138 -0.710
S -1.184 -0.440 -4.521 -0.498 -1.063 -0.388 0.451
O -1.942 -1.491 -3.742 0.462 0.915 -0.217 -0.621
C -2.370 0.804 -5.146 0.650 0.329 0.571 -0.862
H -0.700 0.414 -2.349 -0.280 -0.077 -0.218 0.034
H -0.216 1.624 -3.472 0.082 -0.085 -0.555 0.404
H 0.758 0.119 -3.231 0.076 0.051 -0.412 0.387
H -2.613 1.461 -4.315 -0.137 0.208 -0.209 0.165
H -3.278 0.388 -5.572 0.145 -0.517 0.154 0.368
H -1.838 1.331 -5.938 0.008 0.192 0.110 0.369
C -0.006 2.749 1.611 -0.736 0.860 -0.954 -1.163
S -0.975 1.366 0.948 0.468 -1.072 0.232 0.653
O -1.522 1.773 -0.393 0.651 0.219 0.520 -0.577
C 0.427 0.226 0.591 -0.015 0.645 -0.145 -0.827
H 0.555 3.107 0.744 0.240 0.054 0.177 0.411
H 0.585 2.675 2.517 -0.005 -0.793 -0.050 0.366
H -0.778 3.495 1.817 0.053 0.031 -0.013 0.348
H 0.046 -0.603 0.001 -0.097 -0.096 0.172 0.186
H 0.931 -0.119 1.492 -0.331 -0.090 0.164 0.334
H 1.197 0.724 -0.004 -0.217 0.205 -0.111 0.206
C -4.796 2.095 0.388 -1.254 -0.415 -0.537 -0.758
S -5.430 1.865 -1.322 0.815 1.023 0.746 0.426
O -5.459 3.298 -1.789 -0.107 -0.895 -0.366 -0.648
C -3.988 1.032 -2.012 -0.679 -0.041 -1.088 -0.581
H -4.357 1.190 0.798 0.161 0.081 0.020 0.185
H -5.746 2.317 0.879 0.281 0.083 0.443 0.408
H -4.167 2.977 0.388 0.279 -0.129 -0.110 0.226
H -4.288 0.659 -2.996 -0.156 0.100 0.060 0.393
H -3.754 0.137 -1.442 0.339 0.261 0.291 0.306
H -3.194 1.755 -2.177 0.224 -0.126 0.583 0.056
C 3.124 -4.738 -0.633 0.375 1.087 0.623 -1.003
S 2.125 -3.355 -1.281 -0.499 0.093 -0.096 0.477
O 2.200 -2.183 -0.339 0.178 -0.908 -0.306 -0.509
C 0.561 -4.183 -0.873 -0.085 -0.808 1.334 -1.032
H 4.150 -4.392 -0.496 -0.038 0.149 -0.342 0.317
H 3.125 -5.582 -1.314 -0.311 -0.125 0.091 0.380
H 2.759 -4.907 0.380 -0.135 -0.533 -0.138 0.305
H -0.347 -3.604 -1.011 0.266 0.334 -0.456 0.340
H 0.650 -4.392 0.202 -0.046 0.478 0.042 0.312
H 0.425 -5.203 -1.240 0.283 0.300 -0.788 0.425
C 5.837 0.082 -0.008 0.681 -0.008 0.129 -0.841
S 5.659 1.190 1.439 0.799 0.324 -0.106 0.490
O 6.919 1.994 1.563 -0.590 -0.332 -0.074 -0.639
C 4.395 2.323 0.808 -0.364 -1.019 -0.769 -0.655
H 5.572 -0.910 0.353 -0.721 0.055 -0.412 0.233
H 6.888 -0.038 -0.283 0.125 0.537 0.407 0.391
H 5.347 0.461 -0.901 -0.458 -0.305 0.122 0.290
H 3.910 2.777 1.665 0.265 0.511 -0.097 0.327
H 3.633 1.757 0.263 0.000 -0.244 0.305 0.033
H 4.831 2.962 0.042 0.212 0.454 0.490 0.396
C -0.058 -1.046 4.683 0.210 -0.454 -0.025 -0.614
S -1.447 0.095 4.990 -0.316 0.501 -1.166 0.400
O -1.184 1.298 4.117 0.014 -0.569 0.756 -0.533
C -2.720 -0.855 4.037 0.989 -0.308 0.480 -0.772
H -0.393 -2.083 4.622 -0.115 0.074 0.190 0.327
H 0.686 -0.963 5.475 -0.245 0.113 0.199 0.346
H 0.478 -0.827 3.758 -0.454 0.350 -0.149 0.042
H -2.247 -0.895 3.058 -0.387 -0.177 -0.208 0.121
H -3.710 -0.412 4.013 0.233 0.549 0.088 0.333
H -2.824 -1.841 4.493 0.151 -0.050 -0.136 0.381
```
Positions in Å, forces in eV/Å.

gap between HOMO and LUMO = 0.3181 Ha
highest occupied orbital energy = -8.476 eV
E_tot = -3319.127769 Eh
energy relative to the best compared isomer or geometry (same formula, charge and spin) = 1.157 eV
lowest unoccupied orbital energy = 0.18 eV


Entry 2:
The following is a quantum chemistry calculation of a structure of composition C12H38BCrN4P3, from the Open Molecules 2025 dataset.

The geometry in XYZ format:
```
59
Properties=species:S:1:pos:R:3:forces:R:3:mulliken_charge:R:1
Cr 0.336 -0.075 -0.506 -1.990 -2.012 1.652 -2.498
H -2.710 -1.128 1.365 -1.182 -1.840 0.474 -0.431
H -0.245 -1.526 -1.527 0.067 -0.430 -0.540 -0.201
P -1.285 1.246 -1.225 -1.576 2.162 -1.381 1.534
P 0.702 -1.324 1.368 0.920 -1.572 1.645 1.281
C 0.193 -0.825 3.043 -0.061 0.443 -0.085 -1.318
H 0.629 -1.530 3.764 -0.193 0.193 -0.194 0.468
H 0.550 0.192 3.252 -0.114 -0.267 0.025 0.385
H -0.898 -0.844 3.117 0.172 0.047 0.087 0.386
C -0.005 -2.998 1.328 0.070 -0.244 -0.004 -1.109
H 0.328 -3.546 0.441 -0.014 -0.006 0.172 0.375
H 0.341 -3.516 2.228 -0.136 -0.138 -0.149 0.483
H -1.093 -2.950 1.341 0.077 -0.074 0.042 0.189
C 2.470 -1.723 1.651 -0.049 0.096 -0.195 -1.448
H 3.055 -0.802 1.778 -0.098 -0.437 0.057 0.301
H 2.522 -2.334 2.561 0.141 0.148 -0.212 0.592
H 2.850 -2.295 0.795 0.015 0.109 0.335 0.377
C -3.023 0.823 -0.967 -0.310 -0.459 0.424 -1.064
H -3.662 1.483 -1.550 0.084 0.144 -0.082 0.428
H -3.269 -0.198 -1.230 0.005 -0.154 -0.160 0.211
H -3.284 0.943 0.082 0.001 0.069 0.122 0.384
C -1.248 2.885 -0.466 0.267 0.435 0.112 -1.485
H -0.226 3.257 -0.405 0.028 0.048 -0.088 0.273
H -1.862 3.611 -0.996 -0.070 -0.047 -0.113 0.483
H -1.609 2.812 0.560 -0.003 -0.110 -0.007 0.390
C -1.245 1.511 -3.023 0.221 0.168 -0.372 -1.321
H -1.475 0.582 -3.559 -0.026 0.119 0.150 0.343
H -1.970 2.273 -3.327 0.084 -0.092 0.044 0.464
H -0.244 1.826 -3.341 -0.270 0.014 0.057 0.264
H -0.950 -2.085 -3.036 0.255 0.437 -0.147 0.440
H -0.237 -3.197 -2.094 0.542 0.139 0.188 0.468
H -2.112 -3.541 -0.594 -0.435 -0.373 -0.499 0.034
H -3.109 -2.169 -1.921 -0.108 -0.727 -0.174 0.011
B -2.218 -2.875 -1.570 0.947 1.707 1.029 0.108
N -0.842 -2.378 -2.070 -1.510 -1.794 -0.825 0.027
H -3.136 -1.808 1.540 1.131 1.877 -0.486 0.434
H 0.427 0.847 0.737 -0.011 0.940 0.608 0.080
C 4.376 2.811 -1.552 -0.036 -0.237 -0.325 -0.916
N 4.421 1.900 -0.420 1.050 -1.188 0.348 0.112
C 5.153 0.633 -0.786 -0.210 0.870 -0.470 -0.795
N 4.603 0.012 -2.013 0.746 -0.002 0.398 0.125
C 4.540 0.985 -3.112 -0.103 0.282 0.319 -0.912
N 3.771 2.197 -2.752 0.823 0.199 -0.318 0.137
C 2.368 1.951 -2.623 -0.403 -0.738 0.662 -1.008
P 2.165 0.717 -1.212 1.552 1.178 -1.042 2.544
C 3.122 1.606 0.118 -0.312 -0.163 -0.366 -1.104
C 3.334 -0.615 -1.761 -0.374 0.242 0.047 -1.018
H 5.409 3.100 -1.807 -0.478 0.032 0.112 0.299
H 3.778 3.677 -1.257 0.247 0.097 -0.158 0.416
H 5.106 -0.086 0.055 0.093 0.433 -0.447 0.387
H 6.193 0.918 -1.000 -0.272 -0.195 0.203 0.293
H 4.050 0.502 -3.969 0.345 0.176 0.083 0.400
H 5.570 1.299 -3.355 -0.506 -0.205 -0.022 0.318
H 1.793 2.852 -2.348 0.300 -0.195 -0.305 0.418
H 1.939 1.471 -3.521 0.258 0.410 0.187 0.472
H 3.156 0.983 1.027 0.143 0.421 -0.341 0.421
H 2.589 2.536 0.339 -0.036 -0.131 0.126 0.329
H 2.923 -1.057 -2.678 0.144 -0.031 0.165 0.429
H 3.392 -1.388 -0.980 0.159 0.227 -0.366 0.312
```
Positions in Å, forces in eV/Å.

net charge = +2
gap between HOMO and LUMO (spin up / spin down) = 0.2080 / 0.2440 Ha
highest occupied orbital energy (spin up / spin down) = -13.333 / -13.993 eV
E_tot = -2791.671653 Eh
multiplicity = 5
energy relative to the best compared isomer or geometry (same formula, charge and spin) = 0.383 eV
⟨S²⟩ = 6.0759
lowest unoccupied orbital energy (spin up / spin down) = -7.67 / -7.35 eV